Entry from OMol25: a cluster of 4 separate species, C31H53N3O5 in total in a non-equilibrium geometry (ωB97M-V with the def2-TZVPD basis set).

Values from the calculation:
LUMO energy in hartree: -0.038
SMILES: CCCCOc1ccc(CCC)c2nc(CNC)c(CCO)nc12.C1CCOC1.C1CCOC1.C1CCOC1

Positions of all 92 atoms, in Å:
O -2.36704 -0.31963 -5.44440
O -2.14811 -5.13764 2.49780
O 2.37451 2.75693 5.16886
O 0.68017 5.20209 -2.93038
O -0.68918 -0.84139 4.80854
N -2.02400 2.23901 -0.19353
N -1.82164 -2.16497 2.01323
N -0.99518 -1.19994 -1.07621
C -1.70550 -5.85989 -0.05181
C -0.85894 -5.58682 3.09379
C 0.89907 6.32623 -3.79388
C -0.02607 -4.38112 3.84981
C -1.45097 3.66807 -0.29854
C 2.28451 6.16546 -4.38039
C 2.04926 0.75241 6.38565
C -1.11852 -0.24909 0.08035
C -1.25342 -2.63115 -0.69956
C -1.92460 -0.29118 4.22974
C -1.84148 -4.69910 1.09769
C 1.71402 4.23677 -3.16797
C 0.54012 -2.49505 -3.71288
C -1.63372 -3.06268 0.82228
C 2.54959 3.04000 6.56398
C -0.79862 1.35327 -0.23098
C -1.13369 -3.76746 -1.91286
C 1.89208 1.41299 5.03354
C 2.43539 4.66685 -4.42666
C -1.91573 0.63103 -6.41898
C -1.68988 0.42719 2.73827
C -1.32409 1.47822 -4.31031
C -1.35419 -5.39234 -1.58332
C -2.18223 0.24383 -4.13845
C 1.39068 -4.03709 3.08640
C -1.71073 1.94154 -5.69110
C 1.94688 -3.20153 -3.23917
C -1.54390 -0.75704 1.56631
C 1.59625 -2.44649 2.71671
C -0.80047 -3.41128 -3.48874
C 1.88146 1.91706 7.32702
H 2.38499 4.24585 -2.30247
H -1.72233 -0.49797 -3.47914
H 2.39361 6.64849 -5.35468
H 2.12082 4.01878 6.79768
H 2.32054 1.75162 8.31411
H 2.33719 -4.34252 3.74501
H -0.26346 1.20086 -4.29575
H -0.38195 1.41324 -1.34759
H 2.05881 -4.33108 -3.57345
H 1.52508 -4.62817 2.05844
H 2.17327 -3.05046 -2.09837
H -2.27021 4.49345 -0.05195
H -2.50217 2.23928 0.73385
H 0.78848 7.25429 -3.22629
H -1.74130 -2.92322 -3.98993
H -0.73800 1.10405 2.81083
H 0.63783 -2.33374 -4.89152
H -0.96189 2.58035 -6.16611
H 3.62548 3.07268 6.76587
H 2.45074 0.89804 4.24715
H -0.97903 -1.60363 5.42360
H 1.27324 3.23968 -3.25734
H -0.97449 0.25862 -6.83778
H 0.83864 1.46459 4.73751
H 3.05974 0.33821 6.48410
H -0.11808 -6.05253 2.29148
H 1.46451 -1.72914 3.63179
H -2.64990 0.70908 -7.22557
H 1.33088 -0.05427 6.55204
H -1.87658 -6.99245 0.22510
H -1.25066 -6.19952 -2.45609
H -0.90180 3.86605 -1.31583
H 3.47468 4.33016 -4.45899
H 1.91840 4.26920 -5.30795
H -2.65584 2.49564 -5.64556
H 0.81542 2.13709 7.45826
H -1.49254 2.22671 -3.53192
H -2.29577 0.57377 4.96352
H -2.79930 -1.08220 4.21566
H -0.64901 -3.40389 4.03501
H 0.26466 -4.78546 4.93475
H -0.64790 3.77041 0.57861
H -3.17058 0.49891 -3.74164
H -1.03598 -6.44457 3.89671
H 2.72623 -2.31019 2.35609
H 0.13215 6.30105 -4.57569
H 2.81357 -2.62127 -3.81966
H 3.03046 6.59274 -3.69971
H 0.09225 1.72415 0.45014
H -0.60616 -4.43172 -4.07674
H 0.91008 -2.08456 1.81835
H -2.67933 1.07267 2.56659
H 0.48040 -1.41323 -3.25438